{
  "formula": "C35H56N2O2P3Ru",
  "method": "wB97M-V/def2-TZVPD",
  "symbols": ["Ru", "C", "P", "C", "C", "C", "P", "C", "C", "H", "H", "H", "H", "H", "H", "H", "H", "H", "H", "H", "H", "H", "H", "H", "H", "C", "C", "C", "C", "C", "C", "C", "C", "C", "C", "C", "C", "C", "C", "C", "N", "H", "H", "H", "H", "H", "H", "H", "H", "H", "H", "C", "O", "C", "O", "H", "H", "H", "C", "C", "C", "C", "P", "N", "C", "C", "C", "C", "C", "C", "C", "C", "H", "H", "H", "H", "H", "H", "H", "H", "H", "H", "H", "H", "H", "H", "H", "H", "H", "H", "H", "H", "H", "H", "H", "H", "H", "H", "H"],
  "coordinates": [[-0.114, -0.205, -0.211], [1.797, -0.832, 2.994], [1.762, 0.083, 1.433], [2.055, 1.783, 1.997], [3.363, -0.317, 0.667], [3.544, 0.542, -0.588], [2.041, 0.555, -1.655], [2.712, -0.055, -3.236], [1.913, 2.332, -2.062], [2.686, -0.520, 3.541], [1.830, -1.907, 2.820], [0.911, -0.604, 3.590], [3.023, 1.840, 2.499], [1.267, 2.075, 2.693], [2.032, 2.483, 1.161], [3.376, -1.385, 0.431], [4.155, -0.130, 1.391], [4.392, 0.205, -1.181], [3.743, 1.576, -0.301], [3.604, 0.528, -3.481], [1.976, 0.081, -4.030], [2.973, -1.113, -3.176], [2.876, 2.715, -2.403], [1.584, 2.896, -1.189], [1.166, 2.467, -2.837], [-1.228, 3.396, 2.115], [-1.829, 2.837, 3.239], [-1.930, 1.457, 3.333], [-1.437, 0.649, 2.311], [-0.801, 1.187, 1.195], [-0.720, 2.579, 1.110], [-1.512, -0.821, 2.377], [-2.352, -1.522, 3.278], [-2.265, -2.869, 3.347], [-1.284, -3.557, 2.590], [-1.038, -4.947, 2.742], [-0.006, -5.539, 2.080], [0.828, -4.763, 1.236], [0.577, -3.439, 1.035], [-0.501, -2.809, 1.701], [-0.695, -1.446, 1.558], [-1.152, 4.476, 2.021], [-2.226, 3.469, 4.028], [-2.386, 1.012, 4.215], [-0.262, 3.035, 0.241], [-3.059, -0.978, 3.891], [-2.907, -3.428, 4.021], [-1.660, -5.520, 3.423], [0.193, -6.599, 2.213], [1.667, -5.234, 0.736], [1.195, -2.844, 0.381], [-3.427, 0.522, 0.110], [-2.714, 1.182, -0.950], [-1.408, 1.046, -1.089], [-0.808, 1.737, -1.860], [-4.406, 0.285, -0.291], [-3.524, 1.198, 0.949], [-2.921, -0.380, 0.402], [-3.593, -4.372, -2.755], [-2.599, -3.701, -1.790], [-3.357, -3.058, -0.620], [-1.755, -4.803, -1.134], [-1.455, -2.414, -2.553], [-0.752, -1.554, -1.403], [-2.433, -1.422, -3.824], [-3.753, -0.942, -3.196], [-2.783, -2.182, -5.121], [-1.639, -0.160, -4.215], [-0.104, -3.330, -3.481], [-0.603, -4.552, -4.267], [0.575, -2.351, -4.452], [1.005, -3.773, -2.509], [-4.129, -5.153, -2.203], [-3.096, -4.860, -3.595], [-4.343, -3.690, -3.149], [-3.906, -3.849, -0.094], [-4.073, -2.297, -0.919], [-2.645, -2.616, 0.076], [-2.425, -5.416, -0.520], [-0.997, -4.384, -0.478], [-1.273, -5.468, -1.850], [-4.452, -1.752, -2.996], [-4.236, -0.269, -3.910], [-3.591, -0.380, -2.282], [-3.329, -3.110, -4.949], [-1.905, -2.409, -5.726], [-3.429, -1.536, -5.728], [-1.136, 0.295, -3.371], [-2.343, 0.578, -4.618], [-0.902, -0.360, -4.991], [-1.434, -4.320, -4.933], [-0.901, -5.381, -3.627], [0.224, -4.908, -4.892], [-0.009, -2.172, -5.353], [1.532, -2.787, -4.765], [0.776, -1.402, -3.970], [0.680, -4.539, -1.809], [1.376, -2.922, -1.942], [1.831, -4.185, -3.106]],
  "forces_ev_per_angstrom": [[1.6, -1.5, 1.8], [-0.2, -0.1, 0.1], [-0.4, 0.7, -0.5], [0.1, 0.1, 0.2], [0.1, -0.1, -0.2], [0.0, -0.2, 0.3], [-1.0, 0.9, -0.2], [0.1, -0.1, -0.1], [0.2, 0.0, 0.0], [0.0, 0.0, 0.1], [0.0, 0.0, 0.0], [0.1, 0.0, 0.0], [0.0, 0.0, 0.0], [0.1, 0.0, 0.0], [0.0, 0.0, 0.0], [0.0, 0.0, -0.1], [0.1, 0.0, 0.1], [0.1, 0.0, 0.0], [0.0, 0.0, 0.0], [0.0, -0.1, 0.0], [0.1, 0.1, 0.1], [0.0, 0.1, 0.0], [0.0, 0.0, 0.0], [0.0, 0.0, 0.0], [0.0, 0.0, 0.0], [0.0, 0.0, -0.1], [0.0, -0.1, 0.1], [-0.1, 0.2, 0.3], [-0.1, -0.4, 0.3], [0.4, 0.5, -0.3], [-0.2, 0.1, 0.3], [0.1, 0.4, 0.4], [0.0, 0.3, 0.1], [-0.1, -0.4, 0.2], [-0.1, -0.2, 0.1], [-0.2, 0.2, 0.1], [0.3, -0.1, -0.2], [0.0, -0.4, 0.1], [-0.2, 0.2, 0.1], [0.2, 0.4, -0.2], [-0.7, -0.7, -0.8], [0.0, -0.1, 0.0], [0.1, -0.1, -0.1], [0.0, 0.1, -0.1], [0.0, 0.0, 0.0], [0.1, 0.0, -0.1], [0.1, 0.0, -0.1], [0.0, 0.1, -0.1], [0.0, 0.2, 0.0], [-0.1, 0.0, 0.0], [0.1, 0.1, -0.2], [-0.1, 0.3, -0.6], [-0.5, -0.1, 0.4], [0.7, -0.1, 0.2], [-0.3, 0.8, -0.6], [-0.1, 0.0, 0.0], [0.0, 0.2, 0.1], [0.1, -0.4, 0.0], [0.0, -0.1, 0.1], [-0.1, -0.1, 0.0], [-0.1, 0.0, 0.0], [0.0, -0.2, 0.0], [0.2, 0.2, 0.2], [-0.3, -0.5, -0.6], [-0.1, 0.1, -0.2], [0.0, 0.0, 0.0], [-0.1, 0.0, 0.0], [-0.1, 0.0, -0.2], [0.2, -0.1, 0.1], [0.1, 0.0, -0.1], [0.0, -0.2, -0.1], [0.0, -0.1, -0.1], [0.1, 0.1, 0.0], [-0.1, 0.0, 0.1], [0.0, 0.0, 0.0], [0.0, 0.1, -0.1], [0.0, 0.0, -0.1], [0.0, 0.0, 0.0], [0.1, 0.0, -0.1], [-0.1, 0.0, -0.1], [-0.1, 0.1, 0.2], [0.0, 0.0, 0.0], [0.0, 0.0, 0.1], [0.0, 0.0, 0.0], [0.0, 0.1, 0.0], [-0.1, 0.0, 0.0], [0.1, 0.0, 0.1], [0.0, 0.0, 0.0], [0.1, -0.1, 0.1], [-0.1, 0.0, 0.0], [0.1, 0.0, 0.0], [0.1, 0.1, -0.1], [-0.1, 0.0, 0.1], [0.1, 0.0, 0.1], [-0.1, 0.1, 0.0], [-0.1, -0.1, 0.0], [0.0, 0.0, 0.0], [0.1, 0.1, 0.0], [-0.2, 0.0, 0.1]],
  "lowdin_charge": [0.9508, -0.2072, 0.8464, -0.2194, -0.3929, -0.3913, 0.8563, -0.2622, -0.2618, 0.0626, 0.0442, 0.0565, 0.0652, 0.0517, 0.0424, 0.0825, 0.0908, 0.0858, 0.0779, 0.0568, 0.0401, 0.0426, 0.0553, 0.0288, 0.0413, -0.0552, -0.0650, -0.0289, -0.2452, -0.2883, -0.1187, -0.2546, 0.0193, 0.0217, -0.1494, -0.0141, -0.0567, -0.0666, -0.0786, -0.2281, 0.0200, 0.1145, 0.1103, 0.1116, 0.0998, 0.1178, 0.1310, 0.1229, 0.1151, 0.1180, 0.0773, -0.0291, -0.0430, -0.6123, -0.0121, 0.1009, 0.0983, 0.0518, -0.0696, -0.5837, -0.0835, -0.0871, 0.9416, -0.3105, -0.5700, -0.0726, -0.0721, -0.0754, -0.5805, -0.0676, -0.0966, -0.0908, 0.0963, 0.0657, 0.0637, 0.0969, 0.0644, 0.0451, 0.0972, 0.0412, 0.0660, 0.0640, 0.0980, 0.0508, 0.0619, 0.0629, 0.0997, 0.0368, 0.1012, 0.0668, 0.0610, 0.0639, 0.0996, 0.0685, 0.0975, 0.0263, 0.0553, 0.0453, 0.0950],
  "gap_ev": 6.7,
  "charge": 1,
  "energy_ha": -2746.00699,
  "fmax_ha_per_bohr": 0.056
}